1.
18
Properties=species:S:1:pos:R:3 method="wB97M-V/def2-TZVPD" lumo_energy_ev=-0.66 max_force_ev_per_a=10.253 e_tot_ev=-14535.917
C -3.27488 0.18163 2.65271
C -1.43861 0.51283 1.10431
C -0.44465 -0.32796 0.46337
C 0.32771 0.27348 -0.49088
C 1.53684 -0.34633 -1.17861
C 3.21371 -0.23893 -2.69661
H -2.96218 1.18509 3.20815
H -3.62836 -0.54875 3.23503
H -3.99976 0.36107 1.46816
H -0.07525 -1.22108 0.93166
H 0.00635 1.11064 -0.75194
H 3.28538 -0.03864 -3.63820
H 4.31882 -0.19407 -1.81814
H 3.32315 -1.17663 -2.52222
O -2.08138 -0.32821 2.08549
O -1.89331 1.55919 0.71529
O 1.86362 -1.49458 -0.64317
O 2.13745 0.28786 -2.06238

***

2.
12
Properties=species:S:1:pos:R:3 method="wB97M-V/def2-TZVPD" lumo_energy_ev=0.61 max_force_ev_per_a=0.898 e_tot_ev=-8797.946
N -2.04754 1.79170 -1.59752
C -1.05264 1.36935 -1.19312
C 0.22749 0.81163 -0.70720
O 0.56688 1.23170 0.61315
C 0.64408 -0.13942 1.04968
C -0.62517 -0.80043 1.31159
C 0.23756 -0.67532 -0.31827
H 1.01842 1.05425 -1.42922
H 1.58185 -0.41578 1.52833
H -0.37342 -1.85159 1.54650
H -0.90084 -0.96437 -0.08995
H 0.79395 -1.45316 -0.83504

***

3.
11
Properties=species:S:1:pos:R:3 method="wB97M-V/def2-TZVPD" lumo_energy_ev=-1.04 max_force_ev_per_a=5.917 e_tot_ev=-27822.364
C -0.82672 0.08263 -0.07022
C 1.45341 1.51699 0.04447
C 1.06933 2.18565 -1.33861
H 0.09128 -2.42679 0.32537
H -1.03991 1.14221 -0.45513
H 0.96928 1.79116 0.98906
H 2.56297 1.46042 0.03923
N -1.70679 -0.64759 0.44299
N 0.92336 2.39957 -2.51513
S -1.44294 -1.98631 1.32759
S 0.98820 -0.32260 0.03445

***

4.
329
Properties=species:S:1:pos:R:3 method="wB97M-V/def2-TZVPD" total_charge=+5 lumo_energy_ev=-7.01 max_force_ev_per_a=3.861 e_tot_ev=-511233.121
C 3.94098 5.02029 0.64081
C 4.11739 4.30868 -0.70592
C 5.18348 3.15964 -0.64366
C 4.92426 2.29401 -1.87550
N 5.59057 0.99078 -1.98777
C 7.07341 1.11004 -1.88334
C 7.46508 1.49302 -3.28554
C 6.65109 0.65309 -4.22749
C 5.33925 0.49462 -3.39194
C 4.96523 0.00523 -1.02750
C 5.52569 -1.41122 -0.81451
C 4.76732 -1.96233 0.37148
H 4.83281 5.59478 0.94859
H 3.61481 4.33325 1.42860
H 3.15103 5.80143 0.72604
H 4.43893 4.95843 -1.48153
H 3.16969 3.97950 -1.15412
H 5.13980 2.56840 0.25393
H 6.15701 3.60133 -0.82693
H 5.14071 2.90966 -2.80866
H 3.84712 2.13413 -1.89101
H 7.57909 0.14303 -1.59908
H 7.28455 1.84849 -1.11549
H 8.53227 1.42662 -3.34379
H 7.22957 2.54933 -3.48776
H 7.13441 -0.27348 -4.49174
H 6.34432 1.20072 -5.13719
H 5.02849 -0.58571 -3.36311
H 4.54196 1.08276 -3.80000
H 3.96706 -0.09929 -1.38264
H 4.94313 0.55192 -0.10365
H 6.62239 -1.33955 -0.55490
H 5.37858 -2.03975 -1.67141
H 4.85754 -3.01813 0.54726
H 3.66566 -1.72618 0.21734
H 5.07626 -1.43227 1.29359
C -4.49203 -0.73028 -8.87298
C -4.92394 -2.21944 -8.76627
C -4.74410 -2.80911 -7.31075
C -5.53281 -1.95796 -6.28317
N -5.50557 -2.51082 -4.83935
C -6.55658 -3.53328 -4.82978
C -7.85756 -2.88652 -4.48318
C -7.55700 -1.51186 -3.89361
C -5.97598 -1.43128 -3.85119
C -4.15473 -3.08299 -4.47405
C -3.00402 -2.13543 -4.58063
C -1.72694 -2.76513 -3.87107
H -4.38441 -0.47487 -9.89713
H -3.50321 -0.60831 -8.37010
H -5.16357 -0.04185 -8.40081
H -4.37170 -2.80746 -9.49854
H -5.93355 -2.29707 -9.03265
H -3.71746 -2.97513 -7.02586
H -5.16546 -3.84160 -7.22165
H -6.55998 -1.80244 -6.53207
H -5.04140 -1.01555 -6.33925
H -6.32246 -4.12545 -3.94634
H -6.45152 -4.11146 -5.72641
H -8.42536 -3.49373 -3.78518
H -8.44813 -2.67637 -5.35854
H -7.96302 -1.36150 -2.85607
H -7.97194 -0.72239 -4.51397
H -5.54562 -1.72977 -2.86680
H -5.57656 -0.46826 -4.28936
H -3.96411 -3.93807 -5.15523
H -4.29116 -3.51421 -3.49126
H -3.17779 -1.11778 -4.21003
H -2.86436 -2.00054 -5.62465
H -0.83382 -2.41149 -4.38519
H -1.67194 -3.85127 -3.96281
H -1.84525 -2.62593 -2.81295
C 1.50580 -3.51984 0.96748
C 0.18889 -3.48454 0.37553
C -0.05536 -2.13788 -0.29392
C -0.20477 -0.96132 0.62260
N -0.53703 0.33631 -0.23003
C -0.51000 1.47339 0.79239
C -1.92294 1.35555 1.48619
C -2.78990 1.25662 0.21654
C -1.93117 0.49429 -0.81355
C 0.52965 0.45013 -1.30347
C 0.72068 1.79883 -1.94249
C 1.85039 1.49739 -3.00959
H 2.24346 -3.63652 0.14950
H 1.57578 -4.31120 1.70960
H 1.72469 -2.56248 1.45970
H -0.63314 -3.71386 1.07755
H 0.15167 -4.28746 -0.32969
H -0.92224 -2.22469 -0.95564
H 0.77611 -1.96554 -0.96071
H 0.75972 -0.72256 0.98382
H -1.01931 -1.18546 1.32704
H -0.56330 2.36887 0.14060
H 0.38284 1.36014 1.40799
H -2.11763 2.20007 2.07770
H -2.07468 0.48875 2.06904
H -2.89204 2.24179 -0.21967
H -3.73792 0.77098 0.43181
H -1.84812 1.02990 -1.70496
H -2.32216 -0.42962 -1.11191
H 0.35072 -0.31888 -2.05885
H 1.52542 0.12919 -0.78610
H 1.10826 2.50493 -1.19670
H -0.13575 2.21415 -2.51828
H 2.65998 0.83342 -2.63408
H 2.24820 2.42558 -3.39672
H 1.40510 0.95520 -3.85518
C 0.26090 6.46470 10.93611
C 1.38360 5.83322 10.13968
C 1.30433 6.23810 8.67850
C 2.30375 5.54236 7.76631
N 2.03713 5.74028 6.30458
C 3.13984 5.38848 5.41674
C 3.05287 6.12199 4.07102
C 2.22657 7.34248 4.52461
C 1.90475 7.17942 6.00975
C 0.73133 5.02952 5.86640
C 0.67099 3.53815 6.08642
C -0.35021 2.99326 5.07372
H 0.36224 6.28023 12.01099
H -0.73511 6.07772 10.65518
H 0.13703 7.53484 10.94739
H 1.32791 4.73145 10.25239
H 2.35281 6.13702 10.51538
H 1.42928 7.30556 8.57255
H 0.29541 5.97765 8.31795
H 2.31861 4.45672 7.99944
H 3.33210 5.80923 8.04022
H 3.20588 4.29539 5.43012
H 4.09355 5.76773 5.90727
H 2.40081 5.60954 3.41588
H 3.98612 6.47006 3.56942
H 1.29912 7.50232 4.00349
H 2.75217 8.28091 4.32615
H 0.92544 7.53362 6.31079
H 2.64803 7.73927 6.59141
H 0.74846 5.24666 4.83300
H -0.12589 5.53038 6.26948
H 0.38687 3.21283 7.08415
H 1.70117 3.19996 5.77087
H -1.28480 3.49198 5.28538
H -0.49149 1.89901 4.98573
H -0.09819 3.32606 4.07128
C -0.72149 6.68086 -1.00509
O -1.91871 7.33844 -1.42172
C -2.71455 6.43390 -2.14534
C -3.83263 7.10320 -2.72482
N -4.59477 7.83514 -1.66182
H -5.50763 8.17806 -2.02729
H -4.76925 7.14632 -0.93714
C -4.04348 9.09629 -1.05451
C -5.20979 9.93628 -0.55231
O -6.27181 9.86732 -1.50037
C -7.28733 10.86245 -1.37215
H -0.42721 7.18350 -0.10171
H 0.06248 6.76765 -1.78761
H -0.82629 5.64490 -0.70040
H -2.99051 5.67291 -1.48441
H -2.16041 5.92018 -2.92941
H -4.52105 6.35414 -3.11124
H -3.58891 7.80118 -3.51032
H -3.60001 9.57435 -1.91115
H -3.32562 8.78230 -0.31945
H -4.94106 10.98533 -0.36234
H -5.60238 9.48559 0.44185
H -6.70766 11.75118 -1.13913
H -8.02580 10.62248 -0.56517
H -7.75576 10.93609 -2.37109
C 2.71061 0.20934 -7.10333
O 1.91816 1.27520 -7.60116
C 0.66625 1.40934 -7.00068
C 0.14377 2.80342 -7.55291
N 1.25527 3.82042 -7.29844
H 1.34432 3.94068 -6.27119
H 2.10185 3.32508 -7.60786
C 0.92070 5.07945 -8.00508
C 1.61638 6.15000 -7.23203
O 1.01525 6.11193 -5.94094
C 1.31751 7.15622 -5.05159
H 2.14010 -0.74308 -7.24297
H 3.04960 0.22016 -6.06479
H 3.53472 0.16511 -7.76114
H 0.66945 1.50156 -5.91061
H 0.04171 0.59535 -7.41329
H -0.82589 3.13710 -7.09641
H 0.10224 2.80907 -8.63190
H -0.15036 5.25736 -7.90113
H 1.29607 5.06394 -9.03083
H 1.48651 7.14528 -7.65094
H 2.63447 5.86905 -7.11968
H 1.07216 6.82957 -4.06442
H 0.81823 8.10421 -5.36667
H 2.39772 7.30345 -4.97629
C 4.53857 -5.45630 10.23080
O 5.40076 -6.11776 9.32677
C 6.24733 -7.01014 10.03163
C 5.67900 -8.36878 10.01223
N 5.54665 -8.80383 8.56535
H 5.49960 -7.93231 7.95678
H 6.48304 -9.20110 8.31600
C 4.37054 -9.71639 8.40005
C 4.40687 -10.32514 6.97547
O 4.67809 -9.30027 6.03766
C 4.55224 -9.77352 4.71985
H 3.95931 -6.19757 10.72990
H 3.84987 -4.88178 9.56945
H 5.06182 -4.80211 10.92213
H 6.47384 -6.73743 11.06088
H 7.17192 -6.94516 9.50207
H 4.63864 -8.38815 10.40974
H 6.26503 -9.13848 10.56090
H 3.44748 -9.10103 8.51205
H 4.35467 -10.42923 9.25353
H 3.46767 -10.83445 6.74930
H 5.18366 -11.10443 6.96219
H 3.54719 -9.94200 4.29073
H 5.14709 -10.68670 4.58629
H 4.96608 -9.02478 4.05584
C -12.38020 3.53018 2.78761
O -12.49439 2.84890 1.51965
C -13.15057 1.56148 1.57443
C -12.19426 0.46155 1.95634
N -10.91138 0.40309 1.13133
H -11.12228 0.03049 0.20759
H -10.65143 1.39267 1.03865
C -9.69372 -0.26049 1.82326
C -8.64725 -0.22971 0.73439
O -8.46807 1.08833 0.25466
C -7.78233 1.09972 -1.01733
H -12.02696 4.54832 2.55629
H -11.61080 3.00476 3.36306
H -13.30659 3.59348 3.29937
H -13.55599 1.37944 0.54080
H -13.98969 1.59432 2.34160
H -12.65274 -0.53657 1.89642
H -11.81797 0.66262 2.97812
H -10.01046 -1.27384 2.02872
H -9.30474 0.27117 2.70859
H -9.02170 -0.84774 -0.07907
H -7.64463 -0.64020 1.07537
H -8.47378 0.84140 -1.83835
H -6.91377 0.40064 -0.91166
H -7.40573 2.15164 -1.05630
C 4.18929 -7.96325 -0.58326
O 3.64456 -8.51683 -1.81703
C 2.77904 -7.54245 -2.41992
C 2.92473 -7.64141 -3.86795
N 2.43611 -8.85796 -4.51951
H 1.40673 -8.90555 -4.58361
H 2.86347 -8.80968 -5.49464
C 2.95403 -10.21886 -3.94417
C 2.87639 -11.23638 -5.04646
O 3.31497 -10.52539 -6.16676
C 3.37743 -11.44853 -7.30621
H 3.31413 -7.73034 0.04454
H 4.81865 -7.09285 -0.73971
H 4.69597 -8.75046 -0.15426
H 2.92603 -6.49272 -2.05374
H 1.73093 -7.80949 -2.21365
H 3.99976 -7.67072 -4.13610
H 2.40243 -6.76109 -4.30367
H 2.21549 -10.32647 -3.14818
H 3.90181 -10.00119 -3.49649
H 1.76964 -11.52047 -5.14125
H 3.53843 -12.03262 -4.64000
H 3.59623 -10.89400 -8.17304
H 2.34760 -11.85013 -7.33743
H 4.00838 -12.29752 -6.97988
C 2.95722 -1.82729 9.75568
O 2.76776 -1.51887 8.39761
C 3.92853 -1.85036 7.57029
C 3.75665 -1.21595 6.18212
N 2.45841 -1.67418 5.64543
H 1.84315 -1.84349 6.48200
H 2.06646 -0.94951 5.10685
C 2.49716 -3.03602 4.96980
C 1.15643 -3.67330 4.86976
O 0.28112 -2.70158 4.34918
C -1.08536 -3.15699 4.14172
H 2.25101 -1.24451 10.32913
H 3.94142 -1.62976 10.10897
H 2.72527 -2.88854 10.00038
H 3.98011 -2.93819 7.57981
H 4.83889 -1.48622 8.00440
H 4.62744 -1.37198 5.51816
H 3.58978 -0.16591 6.38637
H 3.17421 -3.57291 5.64297
H 3.02039 -2.82081 4.04350
H 0.77787 -4.06803 5.86131
H 1.20699 -4.59033 4.29208
H -1.59545 -2.22888 3.90969
H -1.50289 -3.55797 5.06937
H -1.10730 -3.90677 3.34588
As 2.50778 -3.20158 -3.39365
F 1.06043 -3.78938 -2.65252
F 2.41870 -1.93373 -2.22869
F 3.88549 -2.57013 -4.05732
F 2.47472 -4.52492 -4.53879
F 1.60175 -2.28942 -4.53208
F 3.46053 -4.14255 -2.29545
As 4.82118 3.89699 -6.06969
F 5.56551 3.83184 -4.52697
F 6.33973 3.60913 -6.94604
F 4.01190 3.91457 -7.55072
F 3.26138 4.18687 -5.28821
F 5.09414 5.58950 -6.11197
F 4.56410 2.18404 -6.01341
As -3.03154 2.20277 -4.07820
F -4.37899 3.24929 -4.08208
F -3.67584 1.23508 -2.83501
F -1.69780 1.16977 -3.98994
F -2.23011 3.09030 -5.32751
F -2.28279 3.25727 -2.91399
F -3.75973 1.18447 -5.28265
As -4.70132 -2.52007 0.29932
F -3.77015 -2.28928 -1.09393
F -3.65656 -3.90163 0.66418
F -5.67993 -2.93267 1.60724
F -5.59769 -1.07331 -0.00938
F -5.72177 -3.44941 -0.64978
F -3.61977 -1.61413 1.35327
As 3.02868 1.24821 3.24571
F 1.62020 0.37164 3.77673
F 2.13822 2.71319 2.97777
F 4.33822 2.19911 2.67489
F 4.06014 -0.12458 3.56260
F 2.75794 0.68728 1.59847
F 3.38588 1.70366 4.84105